(1)
ORCA calculation (the ωB97M-V functional and the def2-TZVPD basis) on an isolated molecule of C4H2S.

Kohn-Sham gap	8.210	eV
SMILES string	S=CC1=C=C1
2S+1	1
molecular weight	82.127	g mol⁻¹
HOMO	-9.33	eV

Last column: natural (NBO) charge in e.
Positions of all 7 atoms, in Å:
S1 2.7520 0.2136 -0.1135  0.049
C1 1.1253 0.1524 0.4209  -0.265
C2 -0.1509 -0.3113 -0.0831  -0.067
C3 -1.2196 -1.1898 0.2870  -0.022
C4 -1.3887 -0.1137 -0.5881  -0.161
H1 0.7021 0.7142 1.3262  0.232
H2 -1.8203 0.5346 -1.2492  0.234

---

(2)
ORCA calculation (the ωB97M-V functional and the def2-TZVPD basis) on a cluster of 4 separate species, C7H21NO3 in total.

Kohn-Sham gap	9.067	eV
SMILES string	C=C(C)CC[C@H](C)N.O.O.O
2S+1	1
molecular weight	167.249	g mol⁻¹
HOMO	-8.72	eV

Last column: natural (NBO) charge in e.
Positions of all 32 atoms, in Å:
C1 -1.9068 -1.9762 0.0067  -0.425
C2 -2.3947 -0.7903 -0.0274  -0.011
C3 -3.6492 -0.3297 0.6688  -0.632
C4 -1.7044 0.2591 -0.8076  -0.436
C5 -0.2375 0.5869 -0.4150  -0.419
C6 -0.1408 1.2114 1.1031  -0.041
C7 1.2103 2.0582 1.3858  -0.602
N1 -0.1352 0.1857 2.2168  -0.851
H1 -2.2570 -2.6975 0.7462  0.195
H2 -1.0128 -2.3292 -0.6012  0.205
H3 -3.3013 0.5803 1.2680  0.228
H4 -4.1064 -1.1202 1.2156  0.217
H5 -4.3046 -0.1831 -0.3479  0.222
H6 -1.7046 -0.1305 -1.9782  0.219
H7 -2.3424 1.2627 -0.9278  0.207
H8 0.1812 1.3850 -0.9761  0.202
H9 0.3104 -0.4136 -0.4398  0.213
H10 -0.8794 1.9622 1.3327  0.184
H11 1.9689 1.4034 1.8114  0.213
H12 1.4760 2.5229 0.3386  0.181
H13 0.9552 2.9534 1.8566  0.216
H14 -0.7237 -0.5803 2.2039  0.362
H15 0.7839 -0.3910 2.0785  0.346
O1 1.6364 1.6893 -2.8369  -0.958
H16 0.9952 2.4001 -2.5431  0.479
H17 1.5393 1.5291 -3.7876  0.482
O2 2.2631 -1.3316 -1.5398  -0.941
H18 2.0531 -0.4740 -1.1998  0.480
H19 2.9816 -1.3023 -2.0572  0.464
O3 2.9781 -1.7024 1.1101  -0.927
H20 2.9401 -0.8377 0.7358  0.455
H21 3.3119 -2.1979 0.4001  0.473

---

(3)
ORCA calculation (the ωB97M-V functional and the def2-TZVPD basis) on a structure of composition C16H14BrN2O3Pt.

Kohn-Sham gap (alpha / beta)	5.391 / 5.309	eV
charge	+1
expectation value of S²	6.047
2S+1	5
molecular weight	557.281	g mol⁻¹
HOMO (alpha / beta)	-10.25 / -11.71	eV

Last column: natural (NBO) charge in e.
Positions of all 37 atoms, in Å:
Pt1 1.6437 0.3999 -1.6107  1.311
O1 1.6049 3.0462 3.1716  -0.716
C1 2.7811 2.3240 3.1676  0.371
C2 3.5779 2.2731 4.3054  -0.300
C3 4.7325 1.5063 4.3024  -0.156
C4 5.0793 0.7820 3.1680  -0.226
C5 4.2734 0.8374 2.0436  -0.150
C6 3.1244 1.6248 2.0181  -0.182
C7 2.2207 1.6919 0.7976  0.209
O2 2.8753 1.3896 -0.3540  -0.685
N1 1.0748 0.7497 1.0295  -0.217
N2 0.3112 0.5370 -0.0828  -0.411
C8 -0.5776 -0.4929 -0.0421  -0.067
C9 -1.2583 -0.8627 -1.2674  -0.178
Br1 -0.2132 -0.6757 -2.8348  0.273
C10 -2.5389 -1.2804 -1.1917  -0.144
C11 -3.4757 -1.6664 -2.2436  -0.030
C12 -4.5125 -2.5430 -1.9039  -0.197
C13 -5.4716 -2.9037 -2.8357  -0.186
C14 -5.4157 -2.3865 -4.1236  -0.172
C15 -4.4036 -1.5000 -4.4697  -0.197
C16 -3.4478 -1.1341 -3.5352  -0.218
H1 1.7296 3.8221 3.7269  0.499
H2 3.2890 2.8126 5.1990  0.225
H3 5.3552 1.4611 5.1853  0.230
H4 5.9713 0.1722 3.1517  0.230
H5 4.5394 0.2718 1.1599  0.233
H6 1.7437 2.6929 0.8245  0.209
H7 0.5360 1.0947 1.8386  0.405
H8 -0.7704 -1.0813 0.8457  0.238
H9 -2.9651 -1.3291 -0.1950  0.241
H10 -4.5768 -2.9497 -0.9017  0.219
H11 -6.2659 -3.5813 -2.5550  0.230
H12 -6.1643 -2.6641 -4.8530  0.231
H13 -4.3623 -1.0829 -5.4663  0.229
H14 -2.6986 -0.4089 -3.8259  0.205
O3 2.6549 -0.9465 -1.6431  -0.360

---

(4)
ORCA calculation (the ωB97M-V functional and the def2-TZVPD basis) on a cluster of 14 separate species, C50H139N11O17 in total.

Kohn-Sham gap (alpha / beta)	7.094 / 1.192	eV
charge	+1
expectation value of S²	0.755
2S+1	2
molecular weight	1166.722	g mol⁻¹
HOMO (alpha / beta)	-9.56 / -9.56	eV

Last column: Mulliken spin population.
Positions of all 217 atoms, in Å:
C1 16.5312 4.0104 21.1838  0.000
C2 16.0993 5.1410 22.1622  0.000
O1 16.7907 5.2200 23.3828  0.000
O2 17.8268 4.3388 20.7080  0.000
H1 15.7967 3.9522 20.3805  0.000
H2 16.4736 3.1016 21.7828  0.000
H3 15.1286 4.8673 22.5756  0.000
H4 16.0102 6.0746 21.6068  0.000
H5 16.6684 6.0690 23.8140  0.000
H6 18.4019 4.3591 21.4764  0.000
C3 20.9589 -1.0628 11.5467  0.000
C4 20.5861 -1.8742 12.8042  0.000
O3 20.0391 -1.0843 13.8668  0.000
O4 19.8110 -0.7557 10.7622  0.000
H7 21.7195 -1.5591 10.9439  0.000
H8 21.3756 -0.0809 11.7714  0.000
H9 21.5211 -2.3504 13.0992  0.000
H10 19.9286 -2.6743 12.4643  0.000
H11 19.3818 -0.5296 13.4405  0.000
H12 19.7141 -1.5352 10.2103  0.000
C5 15.1887 2.9178 25.6926  0.000
C6 16.2396 2.0761 24.8874  0.000
O5 15.7192 1.4520 23.7391  0.000
O6 14.2223 2.1064 26.2350  0.000
H13 14.6651 3.6152 25.0386  0.000
H14 15.7476 3.5587 26.3745  0.000
H15 16.7913 1.3538 25.4892  0.000
H16 16.9804 2.7516 24.4595  0.000
H17 15.0485 0.8360 24.0428  0.000
H18 13.6217 2.5856 26.8106  0.000
C7 12.2564 3.2335 22.3981  0.000
C8 11.4027 3.7161 21.2485  0.000
C9 12.2683 4.2378 20.0371  0.000
O7 13.1152 5.3324 20.4321  0.000
C10 12.4156 6.5606 20.7167  0.000
N1 10.4171 2.6928 20.8074  0.000
H19 11.7407 2.9908 23.3272  0.000
H20 13.0622 3.9187 22.6617  0.000
H21 12.8104 2.3531 22.0724  0.000
H22 10.8628 4.5610 21.6759  0.000
H23 11.5925 4.4557 19.2102  0.000
H24 12.9808 3.4830 19.7041  0.000
H25 11.7013 6.8200 19.9353  0.000
H26 13.1802 7.3373 20.7296  0.000
H27 11.8962 6.7024 21.6645  0.000
H28 9.8364 2.3953 21.5783  0.000
H29 10.9181 1.8511 20.5613  0.000
C11 21.5027 2.9786 16.4062  0.000
C12 20.9279 2.0872 15.3314  0.000
C13 21.2990 2.4972 13.9116  0.000
O8 20.8492 3.7779 13.5739  0.000
C14 20.9271 4.0761 12.1796  0.000
N2 21.3827 0.7160 15.6907  0.000
H30 21.3756 4.0164 16.0979  0.000
H31 22.5844 2.8570 16.4640  0.000
H32 21.1319 2.8698 17.4253  0.000
H33 19.8380 2.0802 15.3363  0.000
H34 21.0362 1.6934 13.2240  0.000
H35 22.3865 2.5521 13.9595  0.000
H36 20.3604 3.3774 11.5642  0.000
H37 21.9952 4.0559 11.9632  0.000
H38 20.5628 5.1005 12.1018  0.000
H39 21.0259 0.0318 15.0390  0.000
H40 20.9562 0.4572 16.5690  0.000
C15 14.4690 -8.0838 22.3844  0.010
C16 13.9964 -7.1067 21.2748  0.019
C17 14.2958 -5.5651 21.5172  0.171
O9 13.9464 -4.7217 20.4522  0.040
C18 14.0424 -3.2890 20.7432  0.012
N3 14.5998 -7.5576 20.0579  0.712
H41 13.9912 -9.0556 22.2600  0.001
H42 14.2051 -7.6576 23.3523  -0.002
H43 15.5341 -8.2353 22.5593  -0.002
H44 12.9150 -7.2078 21.1831  0.029
H45 15.3760 -5.5634 21.6630  -0.002
H46 13.8594 -5.3098 22.4828  0.016
H47 13.9836 -2.8358 19.7536  0.001
H48 14.9066 -3.0195 21.3504  -0.007
H49 13.1626 -3.0140 21.3249  0.002
H50 14.3985 -6.9207 19.3002  -0.005
H51 15.6030 -7.5088 20.1633  -0.002
C19 17.9812 6.5615 13.9700  0.000
C20 18.6166 6.2905 15.3197  0.000
C21 18.1877 4.8817 15.9060  0.000
O10 18.7362 4.6330 17.1555  0.000
C22 18.2243 3.4180 17.6977  0.000
N4 20.0707 6.2321 15.1909  0.000
H52 16.9068 6.4773 14.1334  0.000
H53 18.2986 5.8175 13.2393  0.000
H54 18.1700 7.5608 13.5776  0.000
H55 18.5003 7.0806 16.0616  0.000
H56 18.4992 4.0718 15.2464  0.000
H57 17.1038 4.9089 16.0183  0.000
H58 18.6470 3.1123 18.6547  0.000
H59 18.2463 2.5656 17.0186  0.000
H60 17.1712 3.6440 17.8648  0.000
H61 20.3742 5.9643 16.1162  0.000
H62 20.1670 5.3822 14.6538  0.000
C23 16.2342 -7.8717 15.1380  0.000
C24 17.4365 -7.9081 16.1115  0.000
C25 17.3522 -7.0296 17.3484  -0.002
O11 17.0879 -5.6500 17.0564  0.000
C26 16.4460 -4.8170 18.0196  0.004
N5 17.7567 -9.3362 16.4201  0.000
H63 15.2846 -8.1233 15.6103  0.000
H64 16.4036 -8.4784 14.2485  0.000
H65 16.1465 -6.8542 14.7570  0.000
H66 18.2552 -7.4554 15.5521  -0.001
H67 18.2074 -7.1461 18.0141  -0.001
H68 16.4505 -7.4240 17.8170  0.006
H69 15.4315 -5.2127 18.0657  0.002
H70 16.5272 -3.8375 17.5484  0.001
H71 16.8192 -4.8342 19.0436  -0.003
H72 18.6915 -9.3072 16.8015  0.000
H73 17.8862 -9.8553 15.5634  0.000
C27 19.5150 -7.1832 10.8822  0.000
C28 18.9774 -6.2566 11.9059  0.000
C29 19.8576 -5.7652 13.0795  0.000
O12 19.0064 -5.0356 13.9884  0.000
C30 19.6804 -4.6089 15.1890  0.000
N6 18.4433 -5.0916 11.2396  0.000
H74 18.7334 -7.3406 10.1389  0.000
H75 19.7754 -8.1588 11.2925  0.000
H76 20.4100 -6.8051 10.3880  0.000
H77 18.1290 -6.7640 12.3651  0.000
H78 20.6809 -5.1425 12.7291  0.000
H79 20.1507 -6.6172 13.6930  0.000
H80 19.1453 -3.8031 15.6914  0.000
H81 20.7106 -4.3087 14.9975  0.000
H82 19.8540 -5.5000 15.7924  0.000
H83 17.8640 -4.6454 11.9363  0.000
H84 17.8836 -5.1956 10.4053  0.000
C31 11.0533 1.7662 14.4747  0.000
C32 10.2126 1.4201 15.7570  0.000
C33 11.0316 1.4712 17.0529  0.000
O13 12.0029 0.4360 17.0739  0.000
C34 12.6032 0.2493 18.2991  0.000
N7 8.9624 2.1202 15.6556  0.000
H85 10.5019 1.5150 13.5686  0.000
H86 12.0406 1.3048 14.4486  0.000
H87 11.1345 2.8485 14.3744  0.000
H88 9.9362 0.3667 15.7115  0.000
H89 10.4121 1.2174 17.9130  0.000
H90 11.3974 2.4531 17.3532  0.000
H91 13.1179 1.1681 18.5802  0.000
H92 13.3098 -0.5702 18.1674  0.000
H93 11.9248 0.0480 19.1282  0.000
H94 8.5863 1.9821 14.7285  0.000
H95 9.0188 3.1108 15.8446  0.000
C35 18.6659 -0.4222 17.2375  0.000
C36 17.2933 -0.8372 17.7887  0.000
C37 16.9652 -0.3023 19.2024  0.000
O14 15.5926 -0.4006 19.4610  0.000
C38 15.3053 0.2608 20.6572  -0.002
N8 16.1907 -0.5222 16.9137  0.000
H96 19.4360 -0.2306 17.9847  0.000
H97 18.5400 0.3986 16.5314  0.000
H98 19.1092 -1.0978 16.5059  0.000
H99 17.2729 -1.9263 17.8278  0.000
H100 17.2292 0.7548 19.2345  0.000
H101 17.5554 -0.7431 20.0058  0.000
H102 15.8967 -0.0931 21.5016  0.000
H103 14.2829 0.0517 20.9720  0.000
H104 15.4349 1.3430 20.6681  0.000
H105 16.2178 0.4849 16.8416  0.000
H106 15.3650 -0.5738 17.4931  0.000
C39 12.1074 -0.3615 23.6576  0.000
C40 12.8042 -1.1797 24.6711  0.001
C41 12.9289 -2.6206 24.2322  -0.004
O15 11.7263 -3.1517 23.7109  -0.001
C42 10.6743 -3.2465 24.6316  0.000
N9 14.1058 -0.6425 25.0425  0.000
H107 11.0562 -0.6274 23.5470  0.000
H108 12.5979 -0.4252 22.6863  0.000
H109 12.1397 0.6845 23.9623  0.000
H110 12.1468 -1.1452 25.5399  0.000
H111 13.3068 -3.2558 25.0333  0.001
H112 13.7004 -2.6991 23.4662  0.002
H113 9.9358 -3.9112 24.1835  0.000
H114 10.1560 -2.2952 24.7518  0.000
H115 10.9652 -3.6273 25.6106  0.000
H116 14.5957 -1.2451 25.6882  0.000
H117 13.9517 0.2096 25.5623  0.000
C43 22.5801 -3.0190 22.2951  0.000
C44 22.0952 -1.5847 22.7798  0.000
C45 20.5848 -1.7000 23.1643  0.000
O16 19.8573 -2.0651 22.0035  0.000
C46 18.4137 -2.2432 22.1652  0.000
N10 22.9408 -1.1026 23.8349  0.000
H118 22.5402 -3.7046 23.1416  0.000
H119 23.6531 -3.0444 22.1048  0.000
H120 21.9098 -3.4002 21.5247  0.000
H121 22.0796 -0.9094 21.9243  0.000
H122 20.3028 -0.6705 23.3851  0.000
H123 20.4172 -2.4312 23.9550  0.000
H124 17.9488 -1.4281 22.7197  0.000
H125 18.2158 -3.1918 22.6643  0.000
H126 17.9371 -2.3609 21.1920  0.000
H127 23.5714 -0.4692 23.3646  0.000
H128 22.3776 -0.4753 24.3913  0.000
C47 17.3221 1.5240 12.2297  0.000
C48 17.2494 1.6218 13.7339  0.000
C49 15.9990 2.1222 14.3305  0.000
O17 16.0699 2.2296 15.7656  0.000
C50 14.8928 2.4645 16.5149  0.000
N11 17.3492 0.2597 14.1236  0.000
H129 16.9487 2.4460 11.7841  0.000
H130 16.5984 0.8235 11.8131  0.000
H131 18.3195 1.3487 11.8264  0.000
H132 18.0706 2.1926 14.1673  0.000
H133 15.2162 1.4338 14.0121  0.000
H134 15.8192 3.1477 14.0077  0.000
H135 14.3626 3.3720 16.2258  0.000
H136 15.2022 2.5760 17.5541  0.000
H137 14.1725 1.6490 16.4497  0.000
H138 17.0127 -0.0001 15.0397  0.000
H139 16.6104 -0.2122 13.6221  0.000